C23H28N6O2S | ωB97M-V with the def2-TZVPD basis set

Each line ends with the Mulliken charge.
CARTESIAN COORDINATES (ANGSTROEM)
H (4.135006, 1.298579, -0.918444)  0.2605
N (3.896255, 0.398417, -0.515036)  -0.7012
C (2.826005, 0.362431, 0.154255)  0.5501
C (2.350759, -0.833778, 0.790804)  1.2586
C (2.780018, -2.149274, 0.829964)  -0.4805
C (3.952310, -2.796849, 0.201653)  -1.4074
N (1.874932, -2.797684, 1.593035)  0.3212
N (0.889666, -2.013010, 2.058033)  -1.0187
C (1.168637, -0.812202, 1.580300)  0.2055
N (0.426472, 0.313482, 1.774220)  -0.1306
C (0.839057, 1.367755, 1.159335)  0.2618
S (-0.117760, 2.835128, 1.290038)  0.0161
C (-1.519938, 2.273341, 2.308197)  -0.7637
C (-2.510679, 1.443035, 1.492397)  0.5865
O (-3.382899, 1.958112, 0.824922)  -0.6734
N (-2.336991, 0.119006, 1.640941)  -0.0439
C (-3.052852, -0.852547, 0.848657)  -0.9456
C (-2.125193, -1.499882, -0.189594)  0.3675
C (-2.807551, -2.619115, -0.923147)  0.1606
C (-2.456084, -3.885247, -0.745362)  -0.4416
C (-3.104551, -5.049058, -1.430456)  -0.7515
C (-4.430413, -4.655008, -2.074393)  -0.6693
C (-4.260957, -3.343004, -2.830971)  -0.8811
C (-3.926811, -2.225512, -1.847007)  -0.7437
N (1.958769, 1.464906, 0.384358)  0.6069
C (2.273506, 2.707667, -0.238446)  -2.9148
C (2.138048, 2.840320, -1.610882)  0.0721
C (2.466896, 4.050069, -2.202482)  -0.8909
C (2.914030, 5.105193, -1.437504)  -0.5196
C (3.047747, 4.972027, -0.052619)  0.4139
O (3.490344, 6.067285, 0.610770)  -0.4546
C (3.583051, 6.013834, 2.015269)  -0.7690
C (2.737166, 3.757085, 0.546196)  1.1351
H (4.600388, -3.238936, 0.957606)  0.3342
H (3.637721, -3.584342, -0.482439)  0.3297
H (4.503193, -2.038540, -0.347707)  0.3183
H (1.875182, -3.775569, 1.838058)  0.1790
H (-1.116015, 1.723750, 3.155377)  0.3767
H (-2.000875, 3.197039, 2.628233)  0.4392
H (-1.469716, -0.196908, 2.064497)  0.3659
H (-3.878559, -0.328989, 0.362956)  0.5090
H (-3.452356, -1.626028, 1.512193)  0.1742
H (-1.243039, -1.881117, 0.330435)  -0.2633
H (-1.802675, -0.730109, -0.896357)  0.3157
H (-1.638403, -4.129332, -0.079275)  0.4175
H (-2.420527, -5.432563, -2.196184)  0.3132
H (-3.259361, -5.856044, -0.709125)  0.3565
H (-5.187687, -4.524811, -1.298553)  0.3211
H (-4.768939, -5.445277, -2.747348)  0.3122
H (-3.449926, -3.447479, -3.554902)  0.3466
H (-5.173001, -3.096884, -3.378052)  0.3406
H (-4.813555, -1.990250, -1.250055)  0.3302
H (-3.652486, -1.316131, -2.386938)  0.3405
H (1.780194, 2.010515, -2.200789)  0.4950
H (2.366495, 4.166239, -3.270450)  0.3878
H (3.166871, 6.052862, -1.884749)  0.4664
H (4.322845, 5.275688, 2.341236)  0.3177
H (3.905586, 7.005982, 2.326232)  0.2450
H (2.614060, 5.787097, 2.470374)  0.3204
H (2.838593, 3.604638, 1.608727)  0.5953

Forces on the atoms, in the same order (eV/Å):
H -0.197 0.087 0.093
N 0.596 -0.060 -0.355
C 0.118 -0.058 0.038
C -0.655 -0.485 0.534
C -0.063 0.225 -0.032
C 0.076 -0.098 -0.030
N 0.368 0.180 -0.290
N -0.704 0.377 0.429
C 1.074 -0.670 -0.531
N -0.010 0.300 0.246
C -0.820 -0.341 0.678
S -0.288 0.431 -0.005
C 0.329 -0.125 -0.338
C 0.232 -0.017 0.514
O -0.235 0.304 -0.281
N -0.098 -0.447 0.088
C -0.069 0.016 -0.178
C -0.151 -0.125 0.201
C 0.126 0.287 0.085
C 0.074 -0.213 -0.045
C -0.199 -0.016 -0.007
C 0.200 -0.065 -0.190
C -0.236 0.051 0.186
C -0.007 -0.207 -0.192
N 0.251 -0.098 -0.191
C 0.194 0.401 -0.428
C -0.078 -0.127 0.210
C 0.020 0.005 0.046
C 0.045 0.100 0.218
C -0.055 -0.112 -0.212
O -0.029 0.020 -0.319
C 0.026 -0.010 0.255
C 0.161 0.063 0.068
H 0.087 -0.026 0.006
H 0.034 -0.044 -0.067
H 0.059 -0.055 -0.025
H 0.008 0.154 -0.045
H -0.070 0.063 0.056
H 0.009 -0.071 -0.031
H -0.178 0.294 -0.059
H 0.008 -0.118 0.097
H -0.046 0.026 -0.108
H 0.032 0.003 -0.046
H 0.049 0.055 0.002
H 0.157 0.116 0.117
H -0.015 -0.094 0.020
H 0.045 -0.040 -0.048
H -0.076 -0.025 0.029
H -0.063 -0.014 0.049
H 0.022 0.014 -0.079
H 0.039 0.008 -0.070
H -0.045 0.112 -0.033
H -0.020 0.080 0.053
H -0.040 -0.090 -0.024
H -0.008 0.033 -0.094
H 0.030 0.124 -0.058
H -0.041 0.016 -0.015
H -0.026 -0.093 0.027
H 0.035 -0.006 -0.012
H 0.018 0.008 0.096

## Properties
Gap between HOMO and LUMO ... 8.85 eV
SMILES ... [H]/N=c1/c2c(C)[nH]nc2nc(SCC(=O)NCCC2=CCCCC2)n1-c1cccc(OC)c1
HOMO ... -0.30474 Ha

***

C23H28N6O3Re | ωB97M-V with the def2-TZVPD basis set

Each line ends with the Löwdin spin population.
CARTESIAN COORDINATES (ANGSTROEM)
Re (0.039115, 0.790648, 0.820667)  0.7224
C (0.805311, 0.126536, 3.793068)  0.0018
C (1.232317, 1.582403, 3.500100)  0.0002
N (0.361096, 2.220042, 2.491784)  0.0221
C (-0.903894, 2.696363, 3.097707)  0.0104
C (-2.099837, 2.518108, 2.216708)  0.0058
N (-2.036133, 1.183694, 1.514986)  0.0179
C (-2.619282, -0.017802, 2.247248)  0.0057
C (-1.564937, -0.742898, 3.115282)  0.0024
N (-0.081714, -0.479726, 2.702470)  0.0037
H (0.352099, 0.047439, 4.801587)  0.0003
H (1.757594, -0.466923, 3.827708)  0.0002
H (2.233883, 1.573717, 3.022473)  -0.0001
H (1.336627, 2.184153, 4.400308)  -0.0005
H (0.843003, 3.066052, 2.131424)  0.0007
H (-0.761521, 3.810522, 3.244958)  0.0007
H (-1.082653, 2.220346, 4.104893)  0.0008
H (-2.228131, 3.273743, 1.420762)  0.0002
H (-3.012225, 2.630593, 2.863591)  0.0001
H (-2.549166, 1.192623, 0.642090)  0.0049
H (-3.003378, -0.756717, 1.463353)  0.0006
H (-3.503773, 0.291047, 2.776379)  0.0004
H (-1.763570, -1.833181, 3.055530)  -0.0001
H (-1.717448, -0.407400, 4.149161)  0.0001
H (0.290826, -1.459925, 2.514104)  0.0005
C (3.569607, 1.989365, 0.275920)  0.0042
O (2.724908, 0.891165, 0.696620)  0.0554
C (2.985256, -0.431148, 0.409796)  0.0916
C (4.281406, -0.890405, 0.266559)  -0.0109
C (4.458441, -2.179151, -0.323789)  0.1435
C (3.432029, -2.969372, -0.752965)  0.0313
C (2.123135, -2.495184, -0.528299)  0.0645
C (1.889234, -1.227873, -0.088387)  0.1050
N (0.637210, -0.606715, -0.205412)  0.3077
N (-0.452172, -1.035486, -1.036270)  0.0214
C (-0.492727, -0.925809, -2.339171)  0.0775
C (0.626009, -0.492588, -3.190968)  0.0172
O (1.624494, 0.130939, -2.784264)  0.1568
C (0.461095, -0.740222, -4.633001)  0.2726
C (-0.719053, -1.099472, -5.184756)  0.0175
C (-1.893971, -1.319601, -4.401098)  0.1475
C (-3.128824, -1.596082, -5.017140)  0.1061
C (-4.274946, -1.660001, -4.259714)  0.0169
C (-4.186249, -1.317463, -2.905984)  0.2042
C (-2.945721, -1.061635, -2.277053)  0.0948
C (-1.757809, -1.204185, -3.009502)  0.0510
H (2.966999, 2.696420, -0.310733)  0.0008
H (3.928575, 2.464322, 1.178352)  0.0003
H (4.501134, 1.751297, -0.246892)  0.0003
H (5.102681, -0.283189, 0.656131)  -0.0012
H (5.524909, -2.417117, -0.446406)  0.0049
H (3.531681, -3.944189, -1.206985)  -0.0007
H (1.311580, -3.186190, -0.774299)  0.0008
H (1.287226, -0.404614, -5.263533)  0.0087
H (-0.830052, -1.179746, -6.301240)  -0.0025
H (-3.156387, -1.736565, -6.077247)  0.0024
H (-5.244499, -1.923443, -4.620411)  -0.0014
H (-5.091607, -1.148411, -2.288100)  0.0068
H (-2.881670, -0.746319, -1.233211)  0.0025
O (-0.138511, 3.040026, -1.242343)  0.1030
N (-0.097612, 2.015195, -0.452573)  0.0983

Forces on the atoms, in the same order (eV/Å):
Re -2.082 5.451 3.873
C 0.656 -0.459 0.492
C 1.356 -0.516 -0.916
N -0.058 0.104 -0.684
C -0.285 1.671 1.272
C -1.307 0.230 -0.340
N 0.683 -1.394 -0.131
C 0.726 -1.163 -1.721
C -0.031 0.305 0.335
N -0.033 -1.208 -0.292
H -0.038 -0.149 -0.735
H -0.998 0.361 0.044
H -0.484 -0.079 0.437
H -0.292 0.038 0.104
H -0.185 -0.750 0.188
H -0.406 -1.228 0.346
H 0.431 0.409 -1.054
H 0.440 -0.218 0.361
H 0.602 -0.444 -0.727
H -0.327 0.641 -0.016
H 0.647 1.145 0.776
H -0.169 0.169 0.572
H 0.265 0.714 0.209
H 0.426 -0.304 -0.156
H -0.430 1.676 0.366
C 0.612 1.103 0.103
O -1.868 -1.261 0.250
C 1.111 0.877 -1.273
C -1.204 -0.821 0.337
C 2.635 1.972 0.657
C -2.572 0.099 0.433
C 1.002 -2.806 -1.520
C -1.134 1.914 0.466
N 1.744 -4.573 -3.839
N 0.397 -0.018 0.389
C 0.635 -0.036 1.829
C 2.682 1.447 -0.448
O -2.197 -1.406 -0.220
C 1.097 0.965 0.063
C -1.731 -0.750 -1.782
C 2.011 -0.135 -0.792
C -0.882 -0.164 0.150
C 0.280 0.080 0.700
C -0.537 0.594 0.757
C 1.314 -0.391 -0.469
C -2.235 0.816 2.214
H 0.171 -0.406 0.110
H -0.175 0.279 0.329
H -0.570 -0.702 -0.296
H -0.086 -0.375 -0.427
H -0.618 -0.492 -0.079
H 0.387 -0.032 0.100
H 0.030 0.480 0.007
H -0.030 -0.363 0.176
H 0.288 0.153 1.194
H -0.032 -0.105 -0.514
H -0.351 -0.037 -0.649
H 0.492 -0.425 -0.646
H -0.220 -0.303 -0.379
O -0.016 -7.184 5.349
N 0.460 7.008 -4.885

## Properties
Multiplicity ... 4
Gap between HOMO and LUMO (spin up / spin down) ... 6.62 / 5.43 eV
Net charge ... +4
HOMO (spin up / spin down) ... -0.74887 / -0.75841 Ha
Expectation value of S² ... 3.887

***

C23H28NO2 | ωB97M-V with the def2-TZVPD basis set

Each line ends with the Mulliken charge.
CARTESIAN COORDINATES (ANGSTROEM)
C (-3.486968, 2.986885, -1.819490)  -0.8027
O (-3.545119, 1.546284, -1.962105)  -0.3740
C (-3.289719, 0.779783, -0.862348)  0.4056
C (-3.210276, -0.620643, -1.046920)  -0.5700
C (-2.577433, -1.413887, -0.101308)  -0.1990
C (-1.931080, -0.853197, 1.042495)  -0.0894
C (-0.996516, -1.712483, 1.971644)  -0.1824
O (-1.250087, -1.305165, 3.310980)  -0.4073
C (-1.705176, -2.335270, 4.187794)  -0.4969
C (0.482583, -1.572883, 1.674669)  0.5982
C (0.585374, -1.988038, 0.184566)  -0.8340
C (0.797554, -3.495033, -0.073832)  -1.1137
C (0.640146, -4.390839, 1.123835)  0.7130
C (0.104693, -5.673722, 1.001465)  -0.9258
C (-0.047188, -6.492030, 2.131685)  -0.7597
C (0.395544, -6.040829, 3.376983)  -1.0468
C (0.932327, -4.772775, 3.523023)  -0.6577
C (1.000876, -3.903212, 2.402975)  0.7050
C (1.413028, -2.513007, 2.506896)  -0.0285
N (2.512735, -2.200643, 3.203137)  0.2272
C (3.523417, -3.217865, 3.635594)  -0.5195
C (4.552968, -2.478769, 4.518409)  -0.6247
C (4.252373, -0.977294, 4.359290)  -0.6265
C (3.092842, -0.848959, 3.366774)  -0.6495
C (-2.276082, 0.474442, 1.328738)  -0.8486
C (-2.933718, 1.287582, 0.406161)  -0.5140
H (-3.678751, 3.387811, -2.818124)  0.2353
H (-4.256390, 3.364955, -1.125854)  0.3210
H (-2.489597, 3.304220, -1.475833)  0.3618
H (-3.594902, -1.030651, -1.993249)  0.4037
H (-2.632265, -2.504362, -0.225859)  0.4110
H (-1.317514, -2.748098, 1.734795)  0.4951
H (-1.765186, -1.851072, 5.173467)  0.2773
H (-2.691224, -2.729430, 3.857153)  0.3036
H (-0.986884, -3.183881, 4.169125)  0.1162
H (0.783200, -0.520857, 1.861323)  1.0405
H (-0.355316, -1.754304, -0.343996)  0.1100
H (1.314423, -1.342076, -0.336478)  0.4720
H (0.075041, -3.829821, -0.831685)  0.4607
H (1.775811, -3.622986, -0.560636)  0.3699
H (-0.246877, -6.003475, 0.030778)  0.4602
H (-0.511767, -7.470927, 2.020747)  0.4193
H (0.275386, -6.672859, 4.272108)  0.3905
H (1.226455, -4.389235, 4.514743)  0.5395
H (4.062005, -3.641235, 2.765276)  0.2868
H (3.111592, -4.065514, 4.197587)  0.3224
H (5.581272, -2.718304, 4.202594)  0.3344
H (4.462269, -2.784259, 5.574160)  0.2737
H (3.992917, -0.542514, 5.330402)  0.3031
H (5.138334, -0.452890, 3.986748)  0.3224
H (2.328944, -0.146008, 3.702116)  0.4317
H (3.482092, -0.509122, 2.398696)  0.3326
H (-2.099174, 0.885273, 2.313767)  0.4583
H (-3.104354, 2.342945, 0.615330)  0.3689

Forces on the atoms, in the same order (eV/Å):
C -0.067 -0.406 0.084
O -0.415 0.249 0.692
C 1.158 -0.079 0.300
C -0.180 0.521 -0.399
C 0.260 0.098 0.584
C -0.567 -0.188 -0.157
C -2.390 0.592 0.219
O 0.279 -0.518 -0.032
C 0.025 -0.158 -0.413
C 1.144 0.494 0.010
C 0.443 0.448 -0.844
C 0.191 -0.069 -0.636
C -0.062 0.443 0.438
C -0.070 -0.124 0.790
C 0.215 0.477 -0.612
C -0.133 -0.273 0.644
C -0.187 0.640 -0.255
C 0.326 -1.469 -0.016
C 0.588 0.494 0.454
N -1.372 -0.619 -1.265
C 0.933 -0.641 0.442
C -0.049 -0.078 0.120
C 0.174 0.081 0.298
C 0.007 0.495 -0.243
C 0.092 -0.332 -0.016
C -0.193 0.003 -0.932
H 0.057 -0.151 0.238
H 0.244 -0.233 -0.221
H -0.290 -0.154 -0.093
H 0.158 0.088 0.623
H 0.418 0.409 -0.089
H 0.242 0.192 0.629
H -0.082 -0.508 -0.293
H 0.419 0.320 0.325
H -0.448 0.457 0.351
H -0.183 -0.546 -0.353
H 0.488 0.228 0.719
H 0.057 -0.622 0.285
H 0.183 0.113 0.158
H -0.110 -0.254 0.375
H 0.108 -0.072 0.046
H 0.165 0.222 0.112
H 0.103 0.329 -0.601
H -0.382 -0.369 -0.580
H -0.687 0.333 0.079
H -0.067 0.583 -0.476
H -0.497 0.044 0.093
H -0.016 0.110 -0.491
H 0.013 -0.026 -0.273
H -0.308 0.020 0.082
H -0.004 -0.148 -0.089
H -0.263 -0.131 0.071
H 0.467 0.021 -0.032
H 0.062 -0.335 0.150

## Properties
Gap between HOMO and LUMO ... 6.63 eV
Net charge ... +1
SMILES ... COc1ccc([C@H](OC)[C@@H]2CCc3ccccc3C2=[N+]2CCCC2)cc1
HOMO ... -0.38937 Ha

***

no.,DFT total energy (hartree)
1,-1770.4676
2,-1523.9941
3,-1098.1789